91
Properties=species:S:1:pos:R:3 method="wB97M-V/def2-TZVPD" gap_ev="5.5 / 6.0" lumo_energy_ev="2.07 / 2.06" multiplicity=4 e_tot_ev=-181373.96007 total_charge=-1
H 1.897 1.751 -4.582
N 1.503 2.990 0.616
H 0.418 1.869 -2.594
H 4.632 1.566 4.041
H 3.244 3.748 -0.800
N -1.929 -2.154 -1.995
H 2.978 -0.509 -0.464
O 1.460 -3.296 1.110
H -3.736 -4.630 2.262
H -0.986 3.697 -1.048
H 2.360 -4.116 2.242
H 6.425 1.272 -2.294
S -0.510 0.993 2.206
H 1.827 7.669 2.854
C 1.256 -1.260 -2.366
C 2.206 8.657 0.986
H 4.274 -1.309 4.812
C 1.677 7.654 1.779
H 5.151 -0.736 -1.561
C -0.982 3.331 -0.025
H 3.037 2.144 3.523
C 3.485 -3.525 3.658
C -2.095 1.428 1.273
C -2.818 2.471 2.065
H 2.477 -2.404 -3.704
V 0.062 0.343 -0.123
C 3.556 1.394 4.117
N 3.647 -1.129 4.046
C -2.168 -4.170 -3.277
C -2.796 -4.174 -0.961
H 2.436 9.434 -1.011
C 4.735 0.257 -1.412
C 2.317 -1.488 2.370
C -2.728 0.084 1.093
N -0.177 4.511 1.521
H 3.264 1.498 5.165
C -2.539 -2.108 0.327
N 0.386 5.639 2.032
H -2.935 -5.886 -2.270
C -2.551 3.764 1.945
H -1.943 5.274 0.543
C 2.901 1.636 -0.582
C 2.048 -1.435 -3.490
N 1.620 1.738 -0.059
C 0.917 0.949 -2.856
H -2.044 -4.656 -4.237
F 2.454 -0.521 -6.619
N 0.724 -0.082 -2.027
H 0.785 5.529 2.949
C -2.657 -4.840 -2.199
C -2.419 -2.813 -0.911
C 3.195 -0.457 -5.492
C 5.458 1.375 -1.813
C 3.182 0.057 3.573
F 3.954 -1.562 -5.458
C 1.307 7.602 -0.961
F 4.008 0.597 -5.615
O -1.485 1.272 -1.116
C 0.945 6.609 1.205
H 0.243 5.766 -0.644
C 0.381 3.534 0.636
C 3.495 0.379 -0.799
N -2.073 -0.782 0.443
C 3.101 -2.133 3.299
C 2.023 8.647 -0.393
C 2.311 -0.341 -4.280
N 2.372 -0.136 2.564
C -1.479 1.932 -0.019
H 1.067 -2.078 -1.685
C 1.515 -2.061 1.252
H -3.700 -0.134 1.546
C -3.289 -4.826 0.200
H -3.554 -5.876 0.148
C -3.387 -4.135 1.364
C 4.906 2.630 -1.569
O 2.971 -4.499 2.949
H 2.772 9.456 1.451
H 1.166 7.565 -2.035
C 1.726 0.872 -3.974
C -1.550 4.362 0.990
O 4.243 -3.712 4.590
C 3.660 2.765 -0.972
H 5.450 3.524 -1.861
H -1.409 -2.252 -3.960
O 0.920 -1.251 0.483
C -1.811 -2.810 -3.117
C -3.003 -2.773 1.426
Br -3.375 5.016 3.124
H -3.500 2.124 2.836
C 0.772 6.586 -0.178
H -3.031 -2.249 2.374

85
Properties=species:S:1:pos:R:3 method="wB97M-V/def2-TZVPD" gap_ev="4.6 / 3.5" lumo_energy_ev="3.35 / 3.34" multiplicity=4 e_tot_ev=-158506.88723 total_charge=-2
H -2.820 1.375 -2.449
H -1.254 5.918 -0.224
C -3.237 1.347 3.062
C -5.818 2.917 -0.629
C 0.991 -2.703 -1.060
C 2.092 -2.374 -2.130
H -0.465 1.087 -1.499
C -0.355 1.255 -0.415
C 3.143 2.793 1.064
N 4.407 -5.883 -2.729
H 2.413 -5.088 -4.298
C -2.797 -1.108 0.204
C 3.876 -1.620 -0.450
H -3.436 -4.902 -0.238
H 6.055 -0.466 1.760
O 4.004 -6.758 -3.518
C 0.430 -1.504 0.908
H 0.019 1.581 2.225
C 3.739 -4.683 -2.652
H -4.175 0.970 2.672
O 4.983 -1.726 0.085
C 2.659 -4.407 -3.496
C 1.147 3.014 0.268
H 1.442 -2.964 2.277
C -2.103 1.286 2.262
H -2.628 -1.558 2.287
H -0.595 -1.200 -1.026
C 5.701 0.543 1.801
H -4.083 1.948 4.938
C 4.168 -3.684 -1.725
O 0.731 -3.651 -5.221
C -3.696 1.759 -0.541
C -3.102 -1.641 -1.043
H -3.043 -3.966 2.012
H 0.233 -3.342 -1.531
C 0.315 -1.474 -0.504
H -3.129 -0.990 -1.906
C 1.197 -2.695 1.260
H 5.606 3.994 2.221
N 2.114 2.090 0.543
Cr 1.491 0.170 0.134
C -0.890 1.679 2.812
H -6.662 3.360 -0.111
C -4.784 2.345 0.094
O 5.390 -6.078 -1.994
C -0.561 5.100 -0.069
H -1.975 3.648 -0.746
H -1.928 2.703 5.861
C -0.968 3.809 -0.386
C -3.179 1.863 4.345
C -3.060 -3.313 1.148
O 2.998 -0.736 -0.133
C 4.368 2.268 1.507
H -4.638 2.381 -3.746
C -3.300 -3.837 -0.109
H -6.585 3.378 -2.581
C -4.695 2.366 -2.665
C 1.526 -3.383 0.165
N 2.826 4.150 1.120
C 0.700 5.380 0.458
H -4.829 2.368 1.173
N 0.942 -2.915 -4.238
C -5.781 2.928 -2.014
C -1.969 2.292 4.860
C -3.356 -2.989 -1.203
O 0.279 -1.876 -4.059
C 3.445 -2.567 -1.504
C -0.125 2.715 -0.207
H 3.452 4.864 1.442
C -3.673 1.794 -1.932
H 0.982 6.383 0.745
H 0.132 2.490 4.509
S 6.750 1.834 2.383
H 5.092 -3.821 -1.186
C -2.817 -1.960 1.299
H 2.108 -4.287 0.113
Ge -2.149 0.784 0.335
C -0.818 2.176 4.099
C 1.563 4.311 0.612
C 5.465 2.948 2.042
H -3.573 -3.385 -2.186
H 1.948 -1.322 -2.419
H -0.356 -1.175 1.588
C 1.927 -3.254 -3.335
N 4.557 0.920 1.416

81
Properties=species:S:1:pos:R:3 method="wB97M-V/def2-TZVPD" gap_ev=5.9 lumo_energy_ev=3.70 multiplicity=1 e_tot_ev=-185621.98300 total_charge=-2
C 2.496 -1.092 -4.084
C 2.783 0.011 0.633
H 2.841 2.063 6.094
H 1.418 -2.983 -0.891
C -3.429 -3.236 0.244
C 2.853 2.981 4.135
H 2.612 1.634 -4.848
H -0.939 -2.475 -0.446
C -3.243 2.022 -4.049
Cs -2.850 0.183 0.213
C -3.261 -5.586 1.860
H 0.800 0.737 5.596
H 0.659 -3.445 3.040
C -4.102 2.688 -4.904
H 0.378 -1.606 4.552
N -0.043 -2.482 1.340
C 2.086 -0.385 -2.961
C 2.252 3.068 2.902
C -3.521 2.032 -2.690
C 1.395 2.915 -1.394
H 1.051 3.245 -0.423
C -4.643 2.674 -2.181
C -2.207 -3.632 0.878
H 3.432 2.007 0.220
H -2.842 1.520 -2.022
C 4.845 0.947 1.434
H 6.053 -0.323 2.668
C -0.097 -2.697 2.773
C -4.472 -5.196 1.277
H 3.734 3.586 4.335
C 0.598 1.466 3.606
H 2.791 -0.568 -4.986
H -5.363 -5.797 1.438
C 2.145 -3.157 -2.902
C 2.125 3.342 -3.654
C 1.703 -1.070 -1.806
O 0.573 2.323 1.399
C 1.728 -2.456 -1.781
C -4.987 2.673 -0.683
H 2.377 -2.000 1.249
C 3.080 -1.178 1.291
N -0.909 -0.482 3.366
C -4.560 -4.073 0.495
H 2.648 3.726 2.137
C -5.231 3.336 -4.434
C -0.685 0.763 3.386
C -5.496 3.311 -3.076
H -5.891 3.846 -5.123
H -1.075 -3.060 3.112
C -2.151 -4.792 1.644
H 1.148 -0.946 3.104
C 1.998 1.084 -2.857
C 0.222 -1.391 3.487
H 5.518 1.793 1.504
O -6.139 2.993 -0.391
C 1.684 3.806 -2.421
H -2.366 1.514 -4.433
H -1.561 1.398 3.262
H -1.197 -5.081 2.071
O -4.051 2.319 0.076
H 4.468 -2.227 2.532
C 2.281 1.985 -3.879
O -3.512 -2.186 -0.469
H -5.496 -3.774 0.041
H 2.844 -3.030 -4.927
C 3.668 1.071 0.710
H -3.195 -6.480 2.464
C -1.004 -2.830 0.587
H -6.382 3.782 -2.668
Br -3.724 2.711 -6.774
H 2.341 4.047 -4.449
H 2.161 -4.240 -2.882
C 1.108 2.288 2.553
H 1.547 4.868 -2.259
As 1.098 0.130 -0.364
C 5.143 -0.235 2.089
C 2.362 2.131 5.128
C 2.527 -2.476 -4.051
C 1.565 1.556 -1.616
C 4.255 -1.300 2.015
C 1.226 1.391 4.839

85
Properties=species:S:1:pos:R:3 method="wB97M-V/def2-TZVPD" gap_ev=5.7 lumo_energy_ev=3.94 multiplicity=1 e_tot_ev=-71463.24151 total_charge=-2
C 3.915 -1.641 -0.262
C -3.125 -4.099 0.490
C -0.287 4.755 -0.923
H 2.797 -0.326 3.029
C -1.592 2.536 -1.880
Rb -0.962 0.248 1.396
N -1.603 1.619 5.589
H 1.965 1.463 -1.895
C -2.232 -3.010 0.584
C -4.699 -0.432 -2.513
C -1.826 2.128 -4.634
C 2.185 2.075 -1.028
H 4.997 -1.583 -0.219
C 2.638 -2.492 4.804
H -0.727 3.957 -4.891
H 3.281 -4.291 5.808
C 3.251 -1.229 -1.444
H -1.393 -3.040 1.275
C -3.451 -1.780 -0.941
H -6.484 -1.320 -3.308
C 3.199 -0.314 -3.666
H -0.774 -0.469 -3.200
H 1.174 -2.410 1.554
C 0.215 -3.754 4.435
C -4.401 -2.816 -1.097
C 2.475 -3.783 5.293
H -4.860 0.491 -3.055
C 2.069 2.346 1.239
C 1.847 -1.325 -1.447
H 5.007 -0.623 -2.561
C 1.620 -1.801 4.158
C 1.103 -0.932 -2.609
H 1.243 -0.083 -4.560
N 1.262 0.650 3.826
C -0.588 1.642 4.629
H -0.738 -4.246 4.272
H 3.554 5.048 -0.159
C 3.927 -0.712 -2.578
H -0.782 3.858 0.996
H 3.653 -2.399 1.727
C 1.234 -4.396 5.106
N 1.820 1.601 0.159
N 0.189 0.595 4.679
H -1.796 0.681 5.911
C -2.303 1.344 -2.347
H -2.412 2.146 5.305
N -0.256 -1.097 -2.601
H 2.836 4.156 2.084
H 1.750 1.944 2.200
C 3.189 -2.087 0.801
N 3.486 4.184 -3.524
H 1.070 -5.403 5.482
H 3.704 0.109 -4.527
N -1.474 2.713 -0.543
H -2.951 -4.986 1.087
H 3.591 -1.986 4.942
C -0.383 4.588 -2.274
H 0.056 5.304 -2.963
C 2.819 3.304 -1.185
C -3.585 -0.531 -1.675
C 1.904 -0.442 3.647
C -1.166 3.246 -4.202
C -2.394 1.203 -3.744
C -1.049 3.459 -2.803
C -4.195 -3.997 -0.349
O -0.541 -1.913 3.158
H -2.891 0.331 -4.149
S -0.567 3.009 3.570
H -0.664 -1.184 -1.675
C 1.777 -2.109 0.703
H -1.916 1.938 -5.699
C 1.795 -0.422 -3.691
C -0.853 3.772 -0.085
C 0.359 -2.439 3.888
C 3.076 4.081 -0.055
C -5.636 -1.469 -2.647
H -4.908 -4.809 -0.451
N -2.387 -1.910 -0.111
C 2.688 3.593 1.172
C -5.506 -2.653 -1.969
N -2.684 0.449 -1.425
H 0.227 5.603 -0.488
N 1.132 -1.744 -0.374
H -6.227 -3.455 -2.078
C 3.184 3.776 -2.491